The following is a DFT calculation (ωB97M-V/def2-TZVPD) of a 2-piece molecular cluster, C5H16N overall in a non-equilibrium geometry.

Gap between HOMO and LUMO (spin up / spin down), eV: 14.92 / 6.55
E_tot, eV: -6912.9998
E_HOMO (spin up / spin down), eV: -21.43 / -21.17
Strongest force on any atom, Eh/bohr: 0.03174
Molecular weight, g/mol: 90.19
Energy above the lowest of the compared OMol25 structures with the same formula, charge and spin, eV: 0.659

```
! wB97M-V def2-TZVPD RIJCOSX def2/J DEFGRID3
* xyz 2 2
C -0.90 1.20 -0.41
N -2.35 1.41 -0.36
C -3.15 0.39 0.39
H -0.44 2.12 -0.77
H -0.52 0.88 0.58
H -0.74 0.40 -1.14
H -2.75 1.44 -1.32
H -2.50 2.32 0.08
H -3.24 -0.54 -0.21
H -4.13 0.85 0.52
H -2.68 0.20 1.37
C 0.96 -1.58 0.23
C 1.94 -0.35 0.17
C 3.43 -0.79 -0.10
H 0.94 -2.22 -0.67
H -0.09 -1.29 0.46
H 1.28 -2.23 1.08
H 1.90 0.15 1.16
H 1.66 0.40 -0.58
H 4.13 0.07 -0.20
H 3.75 -1.44 0.73
H 3.49 -1.39 -1.02
*
```

---

The following is a DFT calculation (ωB97M-V/def2-TZVPD) of a 2-piece molecular cluster, C5H16N2O overall in a non-equilibrium geometry.

Gap between HOMO and LUMO (spin up / spin down), eV: 2.41 / 8.95
E_tot, eV: -10469.3492
E_HOMO (spin up / spin down), eV: 1.26 / -5.46
Strongest force on any atom, Eh/bohr: 0.06449
Molecular weight, g/mol: 120.20
Energy above the lowest of the compared OMol25 structures with the same formula, charge and spin, eV: 1.471

```
! wB97M-V def2-TZVPD RIJCOSX def2/J DEFGRID3
* xyz -1 2
N -0.89 0.69 1.15
C 2.00 -0.71 1.89
C 1.27 -0.27 0.58
C -0.19 -0.50 0.50
C -0.52 -0.49 -1.04
N -0.32 -1.70 -1.80
C -0.39 -1.42 -3.29
H -0.52 0.73 2.08
H -1.93 0.47 1.25
H 2.24 -1.81 2.00
H 3.06 -0.40 1.71
H 1.50 -0.20 2.68
H 1.54 0.75 0.29
H 1.76 -0.82 -0.16
H -0.58 -1.46 0.93
H -1.69 -0.29 -1.14
H -0.02 0.43 -1.68
H 0.42 -2.31 -1.50
H -1.49 -1.04 -3.49
H 0.40 -0.60 -3.52
H -0.14 -2.39 -3.78
H -0.83 2.78 1.39
H -1.68 3.99 1.47
O -0.82 3.70 1.77
*
```

---

The following is a DFT calculation (ωB97M-V/def2-TZVPD) of a 2-piece molecular cluster, C5H16N2O overall in a non-equilibrium geometry.

Gap between HOMO and LUMO, eV: 9.91
E_tot, eV: -10470.6666
E_HOMO, eV: -9.04
Strongest force on any atom, Eh/bohr: 0.06362
SMILES: CCN[C@@H](C)CN.O
Molecular weight, g/mol: 120.20
Energy above the lowest of the compared OMol25 structures with the same formula, charge and spin, eV: 1.855

```
! wB97M-V def2-TZVPD RIJCOSX def2/J DEFGRID3
* xyz 0 1
C 1.81 1.86 -0.47
C 0.37 1.69 -0.01
N 0.17 0.20 -0.22
C -2.02 -0.12 -1.34
C -1.21 -0.32 -0.08
C -1.33 -1.86 0.34
N -0.13 -2.24 1.13
H 1.91 2.14 -1.56
H 2.31 0.89 -0.40
H 2.49 2.59 -0.01
H 0.33 1.98 1.07
H -0.51 2.18 -0.45
H 0.59 -0.04 -1.12
H -2.90 0.54 -1.36
H -1.48 0.24 -2.26
H -2.47 -1.02 -1.77
H -1.61 0.24 0.80
H -2.41 -2.03 0.77
H -1.43 -2.55 -0.54
H 0.62 -2.27 0.44
H 0.06 -1.52 1.80
H 1.72 0.33 1.91
H 2.66 -0.69 1.23
O 2.48 -0.24 2.06
*
```

---

The following is a DFT calculation (ωB97M-V/def2-TZVPD) of a 2-piece molecular cluster, C5H16N2O overall in a non-equilibrium geometry.

Gap between HOMO and LUMO, eV: 8.91
E_tot, eV: -10471.0806
E_HOMO, eV: -8.08
Strongest force on any atom, Eh/bohr: 0.02701
SMILES: CNCCN(C)C.O
Molecular weight, g/mol: 120.20
Energy above the lowest of the compared OMol25 structures with the same formula, charge and spin, eV: 1.441

```
! wB97M-V def2-TZVPD RIJCOSX def2/J DEFGRID3
* xyz 0 1
C -0.62 0.83 -1.94
N -0.40 0.92 -0.50
C 0.57 1.93 -0.10
C -0.25 -0.34 0.22
C 1.19 -0.79 0.64
N 1.09 -2.10 1.24
C 1.78 -3.18 0.55
H -1.65 1.06 -2.17
H -0.34 -0.14 -2.34
H -0.02 1.57 -2.47
H 0.48 2.13 0.97
H 1.61 1.60 -0.30
H 0.47 2.83 -0.71
H -0.84 -0.28 1.15
H -0.63 -1.15 -0.39
H 1.53 -0.09 1.39
H 1.81 -0.82 -0.26
H 1.23 -2.15 2.24
H 1.44 -4.15 0.92
H 1.56 -3.16 -0.52
H 2.87 -3.17 0.69
H -2.54 1.65 -0.01
H -2.68 3.11 0.35
O -3.18 2.38 -0.02
*
```

---

The following is a DFT calculation (ωB97M-V/def2-TZVPD) of a 3-piece molecular cluster, C5H16N2O overall in a non-equilibrium geometry.

Gap between HOMO and LUMO, eV: 4.65
E_tot, eV: -10464.3829
E_HOMO, eV: -8.19
Strongest force on any atom, Eh/bohr: 0.04731
Molecular weight, g/mol: 120.20
Energy above the lowest of the compared OMol25 structures with the same formula, charge and spin, eV: 8.139

```
! wB97M-V def2-TZVPD RIJCOSX def2/J DEFGRID3
* xyz 0 1
C -2.01 1.32 -1.18
C -0.52 1.14 -1.29
N 0.01 -0.11 -0.81
C 2.28 -0.74 -0.50
C 1.05 -0.09 0.16
C 0.69 -0.94 1.39
N -0.18 -0.32 2.33
H -2.37 1.28 -0.15
H -2.34 2.22 -1.71
H -2.54 0.54 -1.73
H 0.04 1.93 -0.80
H -0.33 1.28 -2.39
H -0.69 -0.93 -0.65
H 2.21 -1.84 -0.47
H 3.23 -0.42 -0.06
H 2.36 -0.49 -1.56
H 1.39 0.92 0.45
H 1.58 -1.30 1.92
H 0.14 -1.80 0.95
H -0.63 0.56 1.87
H 0.31 0.14 3.09
H -2.15 -2.18 0.11
H -0.22 1.96 1.43
O -1.32 -2.14 -0.39
*
```

---

The following is a DFT calculation (ωB97M-V/def2-TZVPD) of a 2-piece molecular cluster, C5H16N2O overall in a non-equilibrium geometry.

Gap between HOMO and LUMO (spin up / spin down), eV: 11.07 / 4.92
E_tot, eV: -10460.7147
E_HOMO (spin up / spin down), eV: -13.69 / -13.33
Strongest force on any atom, Eh/bohr: 0.14457
Molecular weight, g/mol: 120.20
Energy above the lowest of the compared OMol25 structures with the same formula, charge and spin, eV: 3.241

```
! wB97M-V def2-TZVPD RIJCOSX def2/J DEFGRID3
* xyz 1 2
N 1.39 1.52 -0.25
C 0.30 0.96 -1.12
C 1.01 0.33 -2.34
C -0.37 -0.34 -0.34
N -1.22 0.16 0.79
C -1.60 -1.12 1.48
C -2.50 0.94 0.36
H 1.70 2.44 -0.48
H 1.13 1.40 0.74
H -0.53 1.67 -1.43
H 0.51 -0.70 -2.45
H 0.88 0.97 -3.23
H 1.94 -0.16 -2.01
H -0.74 -1.10 -1.27
H 0.31 -0.96 0.13
H -0.76 -1.45 2.17
H -1.78 -1.98 0.88
H -2.50 -0.89 2.07
H -3.10 1.14 1.19
H -2.26 1.77 -0.16
H -3.29 0.57 -0.32
H 3.24 -1.90 1.87
H 2.60 -1.19 0.61
O 2.55 -2.00 1.21
*
```